(a)
The following is a DFT calculation (wB97M-V/def2-TZVPD) of a structure of composition C4H6OS.

The geometry in ORCA input format:
```
! wB97M-V def2-TZVPD RIJCOSX def2/J DEFGRID3
* xyz 0 1
C -0.424 1.338 0.542
C 0.147 0.472 -0.567
C 0.724 -0.893 -0.052
C -0.451 -1.815 -0.405
H -1.164 0.868 1.227
H -1.178 2.209 0.059
H 0.395 1.934 1.034
H 0.834 0.901 -1.279
H 1.244 -0.688 1.007
H 1.779 -0.913 -0.510
O -0.585 -2.999 -0.104
S -1.321 -0.412 -0.953
*
```

Values from the calculation:
**HOMO energy**: -9.6 eV
**Kohn-Sham gap**: 10.28 eV
**LUMO level**: 0.64 eV


(b)
The following is a DFT calculation (wB97M-V/def2-TZVPD) of a cluster of 2 separate species, C4H6OS in total.

The geometry in ORCA input format:
```
! wB97M-V def2-TZVPD RIJCOSX def2/J DEFGRID3
* xyz 0 1
C -0.749 2.591 0.419
C -0.745 1.649 1.154
C 1.037 -0.821 -0.927
C 0.157 -0.856 0.289
O 0.736 -0.893 1.472
S -1.565 -1.274 0.181
H -1.307 3.336 -0.221
H 0.430 -0.674 -1.843
H 1.695 0.021 -0.768
H 1.762 -1.643 -0.911
H 0.270 -0.652 2.260
H -1.722 -0.783 -1.104
*
```

Values from the calculation:
**HOMO energy**: -7.8 eV
**Kohn-Sham gap**: 6.47 eV
**LUMO level**: -1.38 eV


It turns out (a) is the most stable, with the second structure 398.4 kJ/mol higher.


(a)
The following is a DFT calculation (wB97M-V/def2-TZVPD) of a cluster of 2 separate species, C4H6OS in total.

The geometry in ORCA input format:
```
! wB97M-V def2-TZVPD RIJCOSX def2/J DEFGRID3
* xyz 0 1
C 2.450 -1.308 -0.044
C 2.206 -0.039 -0.127
S 2.033 1.499 -0.288
H 1.928 -1.970 -0.818
H 3.013 -1.868 0.709
C -1.705 1.186 0.123
C -1.613 -0.341 0.046
O -0.580 -0.929 -0.216
H -0.684 1.569 0.521
H -2.543 1.570 0.753
H -1.789 1.433 -0.963
H -2.716 -0.804 0.303
*
```

Values from the calculation:
**HOMO energy**: -8.4 eV
**Kohn-Sham gap**: 8.51 eV
**Structure (SMILES)**: C=C=S.CC=O
**LUMO level**: 0.13 eV


(b)
The following is a DFT calculation (wB97M-V/def2-TZVPD) of an isolated molecule of C4H6OS.

The geometry in ORCA input format:
```
! wB97M-V def2-TZVPD RIJCOSX def2/J DEFGRID3
* xyz 0 1
C 1.248 0.037 0.742
S 0.703 -1.687 0.452
C -0.744 -1.084 -0.635
C -0.883 0.427 -0.508
O -1.057 0.892 0.846
C 0.202 1.020 0.231
H 2.191 0.111 0.212
H 1.459 0.113 1.844
H -1.665 -1.559 -0.278
H -0.491 -1.378 -1.748
H -1.419 1.056 -1.214
H 0.457 2.054 0.057
*
```

Values from the calculation:
**HOMO energy**: -8.7 eV
**Kohn-Sham gap**: 9.63 eV
**Structure (SMILES)**: C1SC[C@H]2O[C@@H]12
**LUMO level**: 0.95 eV


(c)
The following is a DFT calculation (wB97M-V/def2-TZVPD) of a cluster of 2 separate species, C4H6OS in total.

The geometry in ORCA input format:
```
! wB97M-V def2-TZVPD RIJCOSX def2/J DEFGRID3
* xyz 0 1
C -0.332 -0.838 1.772
C 0.522 -0.789 0.934
C -1.944 0.739 -1.138
C 1.711 -0.713 0.078
O 0.210 1.870 -0.464
S -1.227 2.085 -0.566
H -0.861 -0.862 2.638
H -2.918 0.815 -1.632
H -1.422 -0.245 -1.339
H 2.489 -1.070 0.803
H 1.952 0.312 -0.336
H 1.819 -1.304 -0.749
*
```

Values from the calculation:
**HOMO energy**: -9.6 eV
**Kohn-Sham gap**: 9.40 eV
**LUMO level**: -0.22 eV


(d)
The following is a DFT calculation (wB97M-V/def2-TZVPD) of a structure of composition C4H6OS.

The geometry in ORCA input format:
```
! wB97M-V def2-TZVPD RIJCOSX def2/J DEFGRID3
* xyz 0 1
C 0.075 -1.010 0.109
C -0.933 -1.033 -0.837
C -0.425 1.306 -0.049
C 0.329 0.357 0.780
O -2.738 -0.458 0.958
S -1.704 0.458 -0.587
H 0.838 -1.748 0.321
H -1.199 -1.798 -1.503
H -0.486 2.413 0.041
H -0.051 0.284 1.816
H 1.475 0.494 0.954
H -2.400 0.339 1.873
*
```

Values from the calculation:
**HOMO energy**: -8.4 eV
**Kohn-Sham gap**: 8.47 eV
**LUMO level**: 0.09 eV


It turns out (b) is the most stable, with the second structure 106.6 kJ/mol higher.


(a)
The following is a DFT calculation (wB97M-V/def2-TZVPD) of a cluster of 3 separate species, C5H16O2S in total.

The geometry in ORCA input format:
```
! wB97M-V def2-TZVPD RIJCOSX def2/J DEFGRID3
* xyz 0 1
C -2.116 1.718 0.628
C -0.736 1.976 0.260
C 0.142 0.913 0.769
C 1.630 0.971 0.377
S 2.205 0.890 -1.480
C 0.991 -0.365 -2.337
H -2.362 0.607 0.613
H -2.574 2.307 1.372
H -2.616 2.008 -0.347
H -0.395 2.883 0.920
H -0.574 2.056 -0.789
H -0.084 -0.011 0.121
H -0.020 0.861 1.883
H 2.062 1.971 0.614
H 2.223 0.284 0.873
H 1.734 -0.851 -2.955
H 0.437 0.159 -3.008
H 0.376 -1.056 -1.599
O -0.964 -2.984 -0.688
H -1.794 -3.492 -0.570
H -0.630 -2.632 0.094
O 0.912 -2.546 1.501
H 1.259 -3.367 1.368
H 0.893 -2.301 2.382
*
```

Values from the calculation:
**HOMO energy**: -8.2 eV
**Kohn-Sham gap**: 8.71 eV
**Structure (SMILES)**: CCCCSC.O.O
**LUMO level**: 0.48 eV


(b)
The following is a DFT calculation (wB97M-V/def2-TZVPD) of a cluster of 3 separate species, C5H16O2S in total.

The geometry in ORCA input format:
```
! wB97M-V def2-TZVPD RIJCOSX def2/J DEFGRID3
* xyz 0 1
C 0.765 1.165 -2.748
C 1.762 0.714 -1.663
C 1.171 0.462 -0.260
C -0.069 -0.398 -0.202
S -0.071 -1.830 -1.325
C 0.713 -3.039 -0.230
H -0.237 0.852 -2.466
H 0.965 0.625 -3.676
H 0.796 2.231 -2.964
H 2.356 -0.115 -2.032
H 2.505 1.492 -1.514
H 1.962 0.083 0.376
H 0.940 1.462 0.112
H -1.038 0.095 -0.326
H -0.263 -0.834 0.794
H 1.743 -2.724 -0.084
H 0.189 -2.973 0.710
H 0.618 -4.037 -0.656
O -3.231 3.103 2.717
H -3.530 2.199 2.534
H -2.274 3.033 2.601
O -1.667 -0.243 3.461
H -2.556 -0.242 3.851
H -1.550 -1.079 2.989
*
```

Values from the calculation:
**HOMO energy**: -8.6 eV
**Kohn-Sham gap**: 8.90 eV
**Structure (SMILES)**: CCCCSC.O.O
**LUMO level**: 0.33 eV


It turns out (b) is the most stable, with the second structure 171.6 kJ/mol higher.


(a)
The following is a DFT calculation (wB97M-V/def2-TZVPD) of a cluster of 2 separate species, C4H13NOS in total.

The geometry in ORCA input format:
```
! wB97M-V def2-TZVPD RIJCOSX def2/J DEFGRID3
* xyz 0 1
C -0.794 1.950 -1.144
C -0.175 0.683 -0.476
N -1.244 0.023 0.299
C 0.561 -0.186 -1.549
C 1.907 -0.409 -0.946
S 1.714 -1.681 0.392
H -1.809 1.833 -1.677
H -0.292 2.524 -1.871
H -0.933 2.770 -0.435
H 0.675 0.983 0.313
H -1.840 0.662 0.845
H -1.801 -0.581 -0.334
H -0.226 -1.094 -1.797
H 0.644 0.290 -2.543
H 2.765 -0.763 -1.596
H 2.350 0.428 -0.358
H 0.385 -1.519 0.697
O -0.648 -2.327 3.927
H -0.451 -1.996 4.829
H -0.788 -1.590 3.423
*
```

Values from the calculation:
**HOMO energy**: -8.6 eV
**Kohn-Sham gap**: 9.49 eV
**Structure (SMILES)**: C[C@@H](N)CCS.O
**LUMO level**: 0.86 eV


(b)
The following is a DFT calculation (wB97M-V/def2-TZVPD) of a cluster of 2 separate species, C4H13NOS in total.

The geometry in ORCA input format:
```
! wB97M-V def2-TZVPD RIJCOSX def2/J DEFGRID3
* xyz 0 1
N 1.623 -0.403 -0.059
C 0.772 -1.596 -0.211
C -0.625 -1.413 0.411
C -1.037 0.020 0.789
C -1.251 0.926 -0.425
S -2.879 0.723 -1.202
H 2.599 -0.624 -0.218
H 1.616 -0.101 0.908
H 0.674 -1.792 -1.270
H 1.254 -2.455 0.261
H -1.357 -1.785 -0.296
H -0.720 -2.010 1.312
H -0.281 0.444 1.450
H -1.960 -0.086 1.363
H -0.573 0.627 -1.216
H -1.079 1.978 -0.174
H -3.625 0.752 -0.093
O 2.284 2.527 -0.147
H 1.699 1.748 -0.273
H 2.865 2.519 -0.912
*
```

Values from the calculation:
**HOMO energy**: -9.0 eV
**Kohn-Sham gap**: 9.84 eV
**Structure (SMILES)**: NCCCCS.O
**LUMO level**: 0.83 eV


It turns out (b) is the most stable, with the second structure 148.4 kJ/mol higher.


(a)
The following is a DFT calculation (wB97M-V/def2-TZVPD) of a cluster of 2 separate species, C4H13NOS in total.

The geometry in ORCA input format:
```
! wB97M-V def2-TZVPD RIJCOSX def2/J DEFGRID3
* xyz 0 1
C 0.261 1.336 -1.202
N 1.057 0.536 -0.208
C 0.161 -0.184 0.739
C -0.117 -1.654 0.180
C -1.167 -1.685 -0.980
S -2.807 -0.973 -0.569
H -0.716 0.920 -1.486
H 0.848 1.616 -2.088
H 0.217 2.330 -0.728
H 1.544 -0.210 -0.708
H -0.895 0.167 0.760
H 0.419 -0.122 1.768
H -0.422 -2.252 0.997
H 0.753 -2.015 -0.439
H -1.343 -2.670 -1.394
H -0.769 -1.008 -1.744
H -3.009 -1.817 0.492
O 1.846 2.535 2.620
H 2.735 2.580 2.232
H 1.406 2.569 1.756
*
```

Values from the calculation:
**HOMO energy**: -9.2 eV
**Kohn-Sham gap**: 9.98 eV
**Structure (SMILES)**: CNCCCS.O
**LUMO level**: 0.81 eV


(b)
The following is a DFT calculation (wB97M-V/def2-TZVPD) of a cluster of 2 separate species, C4H13NOS in total.

The geometry in ORCA input format:
```
! wB97M-V def2-TZVPD RIJCOSX def2/J DEFGRID3
* xyz 0 1
C -1.261 0.941 1.178
C -0.381 -0.210 1.666
N -0.071 -0.215 3.101
C 0.926 -0.326 0.857
C 1.125 -1.675 0.184
S 0.052 -2.137 -1.196
H -0.925 1.881 1.633
H -1.143 1.011 0.094
H -2.297 0.791 1.441
H -0.954 -1.119 1.465
H -0.954 -0.250 3.606
H 0.266 0.717 3.336
H 1.771 -0.168 1.536
H 1.045 0.469 0.107
H 1.084 -2.480 0.923
H 2.140 -1.715 -0.231
H -1.128 -1.858 -0.646
O -0.046 1.906 -6.173
H 0.237 1.849 -7.091
H 0.513 2.588 -5.791
*
```

Values from the calculation:
**HOMO energy**: -8.9 eV
**Kohn-Sham gap**: 9.88 eV
**Structure (SMILES)**: C[C@H](N)CCS.O
**LUMO level**: 0.95 eV


It turns out (b) is the most stable, with the second structure 103.6 kJ/mol higher.


(a)
The following is a DFT calculation (wB97M-V/def2-TZVPD) of a cluster of 2 separate species, C7H13N2O in total.

The geometry in ORCA input format:
```
! wB97M-V def2-TZVPD RIJCOSX def2/J DEFGRID3
* xyz 1 1
O 0.569 0.655 0.703
C 1.313 0.954 1.622
C 0.806 1.136 3.034
C 2.796 1.162 1.414
H -0.283 0.968 3.077
H 1.019 2.159 3.388
H 1.299 0.419 3.713
H 3.080 2.190 1.696
H 3.372 0.456 2.035
H 3.062 1.000 0.356
C -2.040 -1.189 -2.519
C -1.174 -1.262 -1.455
C -1.565 0.896 -1.914
N -2.257 0.144 -2.773
N -0.907 0.048 -1.115
C -0.584 -2.426 -0.740
H -2.511 -1.979 -3.105
H -1.540 1.985 -1.873
H -2.867 0.526 -3.519
H -0.283 0.349 -0.344
H -0.949 -3.361 -1.198
H -0.873 -2.420 0.324
H 0.517 -2.409 -0.806
*
```

Values from the calculation:
**HOMO energy**: -13.3 eV
**Kohn-Sham gap**: 10.95 eV
**LUMO level**: -2.36 eV


(b)
The following is a DFT calculation (wB97M-V/def2-TZVPD) of a cluster of 2 separate species, C7H13N2O in total.

The geometry in ORCA input format:
```
! wB97M-V def2-TZVPD RIJCOSX def2/J DEFGRID3
* xyz 1 1
C -2.202 0.455 -0.470
C 0.929 -0.164 1.184
C 1.784 1.172 1.064
C -3.374 -0.109 -0.502
C 0.822 -0.621 -0.301
C 0.863 0.669 -0.981
C 2.001 -1.471 -0.934
N -3.942 -0.583 0.728
N 1.529 1.559 -0.304
O -1.247 1.136 -0.478
H 1.305 -0.955 1.706
H -0.018 -0.067 1.566
H 1.549 1.905 1.962
H 2.820 0.798 1.121
H -3.611 -0.575 -1.343
H -0.146 -1.130 -0.460
H 2.453 -0.840 -1.771
H 1.666 -2.381 -1.408
H 2.609 -1.659 0.022
H -3.418 -0.261 1.502
H -4.904 -0.308 0.765
H 1.848 2.546 -0.592
H 0.684 0.884 -2.078
*
```

Values from the calculation:
**HOMO energy**: -11.8 eV
**Kohn-Sham gap**: 8.12 eV
**LUMO level**: -3.63 eV


(c)
The following is a DFT calculation (wB97M-V/def2-TZVPD) of the ion C7H13N2O with charge +1.

The geometry in ORCA input format:
```
! wB97M-V def2-TZVPD RIJCOSX def2/J DEFGRID3
* xyz 1 1
C -1.187 -0.515 -1.422
C -0.894 0.035 0.049
C -1.809 -0.341 1.196
C -0.998 1.559 -0.065
N 0.479 -0.321 0.468
C 1.077 -1.488 0.213
C 2.384 -1.601 0.011
O 3.059 -0.409 -0.133
C 2.586 0.665 0.018
N 2.644 1.845 0.113
H -0.987 -1.519 -1.591
H -2.252 -0.522 -1.723
H -0.469 -0.011 -2.037
H -2.046 0.426 1.949
H -1.480 -1.256 1.746
H -2.893 -0.579 0.778
H -1.656 1.931 -0.929
H -1.436 2.059 0.781
H -0.067 2.129 -0.209
H 0.750 0.288 1.215
H 0.336 -2.389 0.075
H 2.739 -2.585 -0.218
H 2.120 2.599 -0.284
*
```

Values from the calculation:
**HOMO energy (spin up / spin down)**: -13.3 / -13.3 eV
**Kohn-Sham gap (spin up / spin down)**: 9.28 / 9.28 eV
**Structure (SMILES)**: CC(C)(C)N/C=C\OC#[NH+]
**LUMO level (spin up / spin down)**: -3.99 / -3.99 eV


It turns out (a) is the most stable, with the second structure 397.1 kJ/mol higher.